# 1
This record from the Open Molecules 2025 dataset describes C22H36MoN5O2S3Si as an isolated structure. The level of theory is ωB97M-V/def2-TZVPD.

CARTESIAN COORDINATES (ANGSTROEM)
Mo 0.271 0.034 1.164
C -1.468 4.455 3.757
Si -1.574 5.210 2.058
C -3.321 5.643 1.603
C -0.395 6.625 1.854
C -1.024 3.912 0.725
C -0.997 4.328 -0.622
C -0.609 3.489 -1.654
C -0.226 2.194 -1.355
N -0.238 1.761 -0.093
C -0.631 2.604 0.888
S -0.540 1.652 2.421
H -1.760 5.229 4.473
H -0.457 4.147 4.032
H -2.155 3.620 3.909
H -3.705 6.388 2.304
H -3.987 4.779 1.650
H -3.395 6.076 0.604
H -0.644 7.410 2.572
H -0.448 7.074 0.860
H 0.639 6.329 2.039
H -1.289 5.344 -0.864
H -0.599 3.832 -2.679
H 0.090 1.498 -2.121
C -1.885 -2.231 -2.552
C -2.862 -2.047 -1.403
S -2.463 -0.603 -0.421
O -1.121 -1.072 0.308
C -3.710 -0.681 0.880
C -4.907 0.182 0.495
H -2.227 -3.059 -3.170
H -0.887 -2.474 -2.190
H -1.838 -1.345 -3.186
H -2.900 -2.894 -0.717
H -3.877 -1.837 -1.758
H -3.201 -0.314 1.773
H -3.974 -1.729 1.027
H -4.618 1.220 0.337
H -5.636 0.148 1.303
H -5.402 -0.185 -0.404
N 5.309 1.382 3.789
C 5.587 1.535 2.478
O 6.608 2.010 2.047
C 4.543 1.074 1.468
C 4.980 0.952 0.150
C 4.091 0.574 -0.843
C 2.775 0.360 -0.498
N 2.341 0.487 0.769
C 3.217 0.823 1.742
H 6.003 1.699 4.450
H 4.490 0.931 4.147
H 6.021 1.169 -0.062
H 4.405 0.464 -1.871
H 2.037 0.093 -1.247
H 2.806 0.913 2.739
S 0.835 -1.422 3.008
C 0.190 -3.058 2.869
N 0.644 -3.892 1.954
C 0.285 -5.326 1.917
C -0.090 -5.776 3.318
C -1.145 -4.851 3.893
N -0.674 -3.456 3.779
H 1.353 -3.548 1.327
H 1.151 -5.869 1.546
H -0.538 -5.468 1.215
H 0.795 -5.774 3.957
H -0.470 -6.795 3.288
H -1.322 -5.051 4.947
H -2.093 -4.945 3.363
H -0.946 -2.785 4.481

As for the total charge: +3. The expectation value of S² is 2.03. The value obtained for the total energy is -2835.62392 a.u. The LUMO energy (spin up / spin down) comes out at -10.269 / -9.931 eV. Its energy relative to the best compared isomer or geometry (same formula, charge and spin) is 55.9 kJ/mol. The calculation puts the frontier orbital gap (spin up / spin down) at 6.73 / 7.08 eV. The calculation puts the maximum force at 0.83 eV Å⁻¹. As for the HOMO energy (spin up / spin down): -16.9987 / -17.0102 eV. Its spin multiplicity is 3.

# 2
This record from the Open Molecules 2025 dataset describes a single C2HNO molecule at a distorted geometry. The level of theory is ωB97M-V/def2-TZVPD.

CARTESIAN COORDINATES (ANGSTROEM)
C 0.474 -0.814 -0.817
C -0.181 -0.175 0.059
N -0.433 0.516 1.093
O -0.943 1.687 1.250
H 1.084 -1.214 -1.586

As for the total charge: 0. The value obtained for the total energy is -206.59719 a.u. The LUMO energy (spin up / spin down) comes out at -1.875 / -1.904 eV. Its energy relative to the best compared isomer or geometry (same formula, charge and spin) is 461.6 kJ/mol. The calculation puts the frontier orbital gap (spin up / spin down) at 7.54 / 7.56 eV. The calculation puts the maximum force at 6.67 eV Å⁻¹. As for the HOMO energy (spin up / spin down): -9.4153 / -9.4671 eV.

# 3
This record from the Open Molecules 2025 dataset describes a single C4H7N3O molecule at a distorted geometry. The level of theory is ωB97M-V/def2-TZVPD.

CARTESIAN COORDINATES (ANGSTROEM)
N -3.373 -0.039 0.250
N -2.133 -0.544 -0.369
C -1.194 0.257 -0.098
N 0.159 0.080 -0.335
C 1.108 1.074 -0.121
C 2.294 0.506 0.137
C 2.185 -0.947 0.025
O 0.767 -1.145 -0.110
H -4.084 -0.029 -0.512
H -3.695 -0.794 0.849
H -1.282 1.349 0.080
H 0.734 2.090 -0.195
H 3.234 1.024 0.179
H 2.777 -1.445 -0.776
H 2.503 -1.436 0.996

As for the total charge: 0. The value obtained for the total energy is -395.96944 a.u. The LUMO energy comes out at 0.989 eV. Its energy relative to the best compared isomer or geometry (same formula, charge and spin) is 469.9 kJ/mol. The calculation puts the frontier orbital gap at 8.77 eV. The calculation puts the maximum force at 2.21 eV Å⁻¹. As for the HOMO energy: -7.7839 eV.

# 4
This record from the Open Molecules 2025 dataset describes a 2-piece molecular cluster, C5H11N3 overall. The level of theory is ωB97M-V/def2-TZVPD.

CARTESIAN COORDINATES (ANGSTROEM)
N -2.117 1.545 0.847
C -2.381 0.681 -0.056
N -2.875 -0.598 0.140
N -2.046 0.943 -1.381
H -2.377 1.187 1.761
H -3.147 -0.827 1.084
H -3.505 -0.961 -0.558
H -2.708 0.613 -2.066
H -1.841 1.925 -1.514
C 2.537 0.942 -0.975
C 2.638 -0.306 -0.518
C 1.939 -0.704 0.696
C 2.127 -1.805 1.412
H 1.897 1.624 -0.436
H 3.070 1.296 -1.844
H 3.267 -0.996 -1.071
H 1.181 -0.005 1.043
H 1.546 -1.946 2.311
H 2.796 -2.608 1.125

As for the total charge: 0. The value obtained for the total energy is -361.34218 a.u. The LUMO energy comes out at 0.778 eV. Its energy relative to the best compared isomer or geometry (same formula, charge and spin) is 124.0 kJ/mol. The calculation puts the frontier orbital gap at 9.48 eV. The calculation puts the maximum force at 0.69 eV Å⁻¹. As for the HOMO energy: -8.6987 eV.

# 5
This record from the Open Molecules 2025 dataset describes C6H9CaCl3N3O12 as an isolated structure at a distorted geometry. The level of theory is ωB97M-V/def2-TZVPD.

CARTESIAN COORDINATES (ANGSTROEM)
Ca -0.023 -0.005 -0.615
Cl 2.234 3.003 -0.480
O 1.577 4.161 0.116
O 3.230 3.418 -1.381
O 2.955 2.226 0.457
O 1.262 2.156 -1.019
Cl -1.316 0.208 -3.598
O -2.449 -0.618 -3.883
O -0.173 -0.562 -3.135
O -1.002 1.073 -4.676
O -1.700 0.984 -2.472
Cl 2.392 -2.426 -0.849
O 2.519 -1.003 -1.216
O 0.985 -2.495 -0.621
O 2.793 -3.243 -1.964
O 3.203 -2.646 0.354
C 2.372 -0.849 3.500
C 1.290 -0.581 2.526
N 0.424 -0.401 1.770
H 2.320 0.008 4.171
H 3.375 -0.777 3.079
H 2.253 -1.846 3.925
C -3.437 -3.528 -0.980
C -2.514 -2.422 -0.731
N -1.866 -1.496 -0.526
H -4.210 -3.198 -1.674
H -3.927 -3.717 -0.025
H -3.018 -4.477 -1.314
C -1.683 3.545 2.247
C -1.576 2.396 1.376
N -1.452 1.532 0.611
H -1.749 3.345 3.316
H -2.357 4.209 1.706
H -0.734 4.024 2.005

As for the total charge: -1. The value obtained for the total energy is -3358.79792 a.u. The LUMO energy comes out at 2.153 eV. Its energy relative to the best compared isomer or geometry (same formula, charge and spin) is 86.0 kJ/mol. The calculation puts the frontier orbital gap at 8.59 eV. The calculation puts the maximum force at 4.27 eV Å⁻¹. As for the HOMO energy: -6.4411 eV.

> The highest total charge belongs to which entry?

C22H36MoN5O2S3Si

What did the fifth record say?
This record from the Open Molecules 2025 dataset describes C6H9CaCl3N3O12 as an isolated structure at a distorted geometry. The level of theory is ωB97M-V/def2-TZVPD.

CARTESIAN COORDINATES (ANGSTROEM)
Ca -0.023 -0.005 -0.615
Cl 2.234 3.003 -0.480
O 1.577 4.161 0.116
O 3.230 3.418 -1.381
O 2.955 2.226 0.457
O 1.262 2.156 -1.019
Cl -1.316 0.208 -3.598
O -2.449 -0.618 -3.883
O -0.173 -0.562 -3.135
O -1.002 1.073 -4.676
O -1.700 0.984 -2.472
Cl 2.392 -2.426 -0.849
O 2.519 -1.003 -1.216
O 0.985 -2.495 -0.621
O 2.793 -3.243 -1.964
O 3.203 -2.646 0.354
C 2.372 -0.849 3.500
C 1.290 -0.581 2.526
N 0.424 -0.401 1.770
H 2.320 0.008 4.171
H 3.375 -0.777 3.079
H 2.253 -1.846 3.925
C -3.437 -3.528 -0.980
C -2.514 -2.422 -0.731
N -1.866 -1.496 -0.526
H -4.210 -3.198 -1.674
H -3.927 -3.717 -0.025
H -3.018 -4.477 -1.314
C -1.683 3.545 2.247
C -1.576 2.396 1.376
N -1.452 1.532 0.611
H -1.749 3.345 3.316
H -2.357 4.209 1.706
H -0.734 4.024 2.005

As for the total charge: -1. The value obtained for the total energy is -3358.79792 a.u. The LUMO energy comes out at 2.153 eV. Its energy relative to the best compared isomer or geometry (same formula, charge and spin) is 86.0 kJ/mol. The calculation puts the frontier orbital gap at 8.59 eV. The calculation puts the maximum force at 4.27 eV Å⁻¹. As for the HOMO energy: -6.4411 eV.

Please write out number 3 again, unchanged.
This record from the Open Molecules 2025 dataset describes a single C4H7N3O molecule at a distorted geometry. The level of theory is ωB97M-V/def2-TZVPD.

CARTESIAN COORDINATES (ANGSTROEM)
N -3.373 -0.039 0.250
N -2.133 -0.544 -0.369
C -1.194 0.257 -0.098
N 0.159 0.080 -0.335
C 1.108 1.074 -0.121
C 2.294 0.506 0.137
C 2.185 -0.947 0.025
O 0.767 -1.145 -0.110
H -4.084 -0.029 -0.512
H -3.695 -0.794 0.849
H -1.282 1.349 0.080
H 0.734 2.090 -0.195
H 3.234 1.024 0.179
H 2.777 -1.445 -0.776
H 2.503 -1.436 0.996

As for the total charge: 0. The value obtained for the total energy is -395.96944 a.u. The LUMO energy comes out at 0.989 eV. Its energy relative to the best compared isomer or geometry (same formula, charge and spin) is 469.9 kJ/mol. The calculation puts the frontier orbital gap at 8.77 eV. The calculation puts the maximum force at 2.21 eV Å⁻¹. As for the HOMO energy: -7.7839 eV.

What did the third record say?
This record from the Open Molecules 2025 dataset describes a single C4H7N3O molecule at a distorted geometry. The level of theory is ωB97M-V/def2-TZVPD.

CARTESIAN COORDINATES (ANGSTROEM)
N -3.373 -0.039 0.250
N -2.133 -0.544 -0.369
C -1.194 0.257 -0.098
N 0.159 0.080 -0.335
C 1.108 1.074 -0.121
C 2.294 0.506 0.137
C 2.185 -0.947 0.025
O 0.767 -1.145 -0.110
H -4.084 -0.029 -0.512
H -3.695 -0.794 0.849
H -1.282 1.349 0.080
H 0.734 2.090 -0.195
H 3.234 1.024 0.179
H 2.777 -1.445 -0.776
H 2.503 -1.436 0.996

As for the total charge: 0. The value obtained for the total energy is -395.96944 a.u. The LUMO energy comes out at 0.989 eV. Its energy relative to the best compared isomer or geometry (same formula, charge and spin) is 469.9 kJ/mol. The calculation puts the frontier orbital gap at 8.77 eV. The calculation puts the maximum force at 2.21 eV Å⁻¹. As for the HOMO energy: -7.7839 eV.